1.
# H35O17

A cluster of 17 separate species, H35O17 in total (ωB97M-V/def2-TZVPD, OMol25).

The geometry in ORCA input format:
```
! wB97M-V def2-TZVPD RIJCOSX def2/J DEFGRID3
* xyz 1 1
O 1.1577 -0.1808 -2.2034
H 1.1030 1.6937 3.1106
H 0.7134 0.5679 -2.6406
O 1.0595 2.6446 2.9744
H -0.5326 -0.8820 3.9143
H -2.6970 0.7102 -2.3724
O -3.6874 -2.0745 -2.4027
H -3.1859 -2.6135 -1.7734
H 0.9574 -1.9046 0.8958
O -2.0303 1.8672 4.3218
H -2.3559 1.6139 5.1892
H 3.0650 -1.8683 -3.9708
O 0.9771 -1.6339 -0.0312
H 2.7110 -3.8217 -2.4231
O 0.2966 0.9554 0.6153
H 0.2279 0.5121 1.4578
H 4.6448 2.6806 1.1296
O -2.0450 -1.4483 0.5608
H -4.2719 -2.6899 2.3922
H 3.3358 1.5900 1.3181
O 2.0894 -3.8683 -1.6133
H 1.1763 -0.0738 -1.2248
H 1.2615 -3.6204 -2.0627
O -0.4551 -1.5865 3.2644
H -2.2238 1.9724 -2.0282
H 0.4583 -1.7914 3.0632
O 3.9137 3.1498 0.7081
H -2.0501 -1.4001 1.5699
H 4.2195 4.0652 0.7026
O -1.7966 2.7647 -0.2272
H -1.0147 0.4799 -1.3990
H 1.4703 2.8661 -3.1461
O 2.8344 0.7703 1.3148
H -1.7471 3.6912 -0.4974
H 2.4163 0.3870 0.5443
O -1.3100 -0.4521 -1.5189
H -0.5733 -0.7399 -2.2542
H -3.9829 -2.7109 -3.0604
O 1.7451 2.3352 -2.3610
H -2.8221 -2.0574 0.5647
H -0.1339 1.8157 0.4891
O 2.9089 -2.1882 -3.0771
H -1.3082 -1.0158 -0.5134
H 1.5088 2.7095 2.1189
O -2.5474 1.5406 -2.8522
H 2.5267 1.8290 -2.5994
H -1.9648 2.8007 4.1269
O -3.4901 -3.0102 1.9383
H -2.8165 -3.3632 2.5253
H 1.5877 -2.2977 -0.4561
H -2.5508 2.7874 0.3808
H 3.2274 -1.5070 -2.4819
*
```

Values from the calculation:
* energy above the lowest of the compared OMol25 structures with the same formula, charge and spin: 4.271 eV
* gap between HOMO and LUMO: 10.48 eV
* maximum force: 2.85 eV/A
* HOMO: -13.1 eV
* LUMO level: -2.6662 eV

Here are the natural (NBO) charges for atoms 1 to 8, given in e: -0.990, 0.462, 0.492, -0.940, 0.501, 0.471, -0.938, 0.458

=====

2.
# C5H7NO

The molecule C5H7NO (ωB97M-V/def2-TZVPD, OMol25).

The geometry in ORCA input format:
```
! wB97M-V def2-TZVPD RIJCOSX def2/J DEFGRID3
* xyz 0 1
C 0.6185 0.5355 -0.9263
C 0.7248 -0.5952 -1.5919
C -0.7493 -1.1458 -0.1256
C -0.2908 0.2779 0.1694
C 0.4076 0.3721 1.5027
N -0.1596 -1.6101 -1.1263
O -1.5020 1.0992 0.2528
H 1.0959 1.4437 -1.1022
H 1.3272 -0.9293 -2.5199
H -1.4842 -1.6485 0.3759
H -0.2281 0.6125 2.3067
H 1.1726 1.0731 1.6745
H 0.9399 -0.5888 1.6725
H -1.8724 1.1035 -0.5623
*
```

Values from the calculation:
* energy above the lowest of the compared OMol25 structures with the same formula, charge and spin: 2.212 eV
* gap between HOMO and LUMO: 9.97 eV
* maximum force: 4.69 eV/A
* SMILES string: C[C@@]1(O)C=CN=C1
* HOMO: -9.5 eV
* LUMO level: 0.4938 eV

Here are the natural (NBO) charges for atoms 1 to 8, given in e: -0.265, -0.025, 0.120, 0.129, -0.612, -0.421, -0.692, 0.228

=====

3.
# C3H5N3

A cluster of 3 separate species, C3H5N3 in total (ωB97M-V/def2-TZVPD, OMol25).

The geometry in ORCA input format:
```
! wB97M-V def2-TZVPD RIJCOSX def2/J DEFGRID3
* xyz 0 1
N -1.4945 -0.2242 0.0315
C -0.4800 0.1911 -0.7058
C 0.6473 -0.6878 -0.7766
N 1.5135 -0.2550 0.1072
N 1.2498 1.1752 0.3540
C 0.1282 1.4402 -0.2004
H -0.5310 -0.5049 1.1974
H -1.7010 -1.2217 -0.1002
H 0.5751 -1.7499 -0.9806
H 0.4244 -0.5811 1.2290
H -0.3319 2.4181 -0.1555
*
```

Values from the calculation:
* energy above the lowest of the compared OMol25 structures with the same formula, charge and spin: 6.456 eV
* gap between HOMO and LUMO: 9.14 eV
* maximum force: 2.89 eV/A
* HOMO: -9.8 eV
* LUMO level: -0.6427 eV

Here are the natural (NBO) charges for atoms 1 to 8, given in e: -0.543, 0.098, -0.015, -0.255, -0.233, 0.049, 0.028, 0.361

=====

4.
# C3H5F3NO2S

The ion C3H5F3NO2S with charge -1 (ωB97M-V/def2-TZVPD, OMol25).

The geometry in ORCA input format:
```
! wB97M-V def2-TZVPD RIJCOSX def2/J DEFGRID3
* xyz -1 1
C 2.2460 0.5381 0.5745
C 1.4429 -0.5550 -0.0750
C -2.4049 -0.4997 -0.2504
N 0.1623 -0.3949 -0.7309
O -1.0101 1.4937 0.6571
O -1.3274 1.4112 -1.7426
F -2.1066 -1.8132 0.2177
F -3.5358 -0.9180 -1.0497
F -3.0514 0.2092 0.6843
S -0.8785 0.7050 -0.5498
H 1.7970 0.6081 1.5593
H 3.2863 0.1764 0.6773
H 1.9732 1.5410 0.1217
H 2.1125 -1.1231 -0.8745
H 1.2944 -1.3787 0.7811
*
```

Values from the calculation:
* energy above the lowest of the compared OMol25 structures with the same formula, charge and spin: 2.030 eV
* gap between HOMO and LUMO: 8.52 eV
* maximum force: 4.24 eV/A
* SMILES string: CCN=[S@@](=O)([O-])C(F)(F)F
* HOMO: -4.7 eV
* LUMO level: 3.8391 eV

Here are the natural (NBO) charges for atoms 1 to 8, given in e: -0.650, -0.186, 0.663, -0.969, -0.962, -0.972, -0.379, -0.392

=====

5.
# C40H45N7SSb3Sc

A structure of composition C40H45N7SSb3Sc (ωB97M-V/def2-TZVPD, OMol25).

The geometry in ORCA input format:
```
! wB97M-V def2-TZVPD RIJCOSX def2/J DEFGRID3
* xyz 2 1
Sc -0.2178 -0.3476 -0.3209
C -1.1876 -3.7667 2.5301
C -0.5717 -2.6340 1.7865
N -1.2498 -1.7349 1.1742
N -2.6049 -1.8113 1.1888
C -3.3578 -0.8424 0.6252
N -4.6633 -0.9159 0.7943
S -2.6846 0.4383 -0.2632
C 0.8946 -2.4550 1.7001
C 1.7916 -3.1818 2.4699
C 3.1530 -2.9581 2.3164
C 3.5869 -2.0140 1.4020
C 2.6362 -1.3074 0.6881
N 1.3247 -1.5119 0.8325
H -2.0111 -4.2077 1.9622
H -0.4777 -4.5677 2.7089
H -1.5667 -3.4130 3.4951
H -3.0456 -2.5442 1.7258
H -5.0984 -1.7784 1.0982
H -5.2455 -0.3125 0.2362
H 1.4400 -3.9103 3.1857
H 3.8641 -3.5225 2.9048
H 4.6378 -1.8198 1.2406
H 2.9322 -0.5525 -0.0316
C 0.9981 -1.5070 -4.1981
Sb -0.0677 0.1446 -3.3836
C -1.9745 -0.1707 -4.2763
C 0.8203 1.6133 -4.6865
C 2.2816 1.7367 -4.3933
C 3.1973 1.0667 -5.2062
C 4.5595 1.1354 -4.9695
C 5.0347 1.8948 -3.9115
C 4.1402 2.5713 -3.1004
C 2.7639 2.4969 -3.3161
C 1.8486 3.2634 -2.4202
Sb 1.4380 2.3252 -0.5317
C 3.3484 2.5520 0.3808
C 0.4468 4.0164 0.2973
H 0.7722 -1.5802 -5.2615
H 0.7029 -2.4266 -3.7003
H 2.0686 -1.3505 -4.0754
H -1.9306 0.1340 -5.3210
H -2.7487 0.3993 -3.7677
H -2.2228 -1.2306 -4.2313
H 0.2868 2.5611 -4.6225
H 0.6711 1.2251 -5.6947
H 2.8313 0.4967 -6.0524
H 5.2477 0.6156 -5.6229
H 6.0988 1.9814 -3.7345
H 4.5173 3.2012 -2.3022
H 0.8881 3.4821 -2.8847
H 2.2910 4.2216 -2.1413
H 3.6242 3.6055 0.3402
H 4.0913 1.9705 -0.1641
H 3.3155 2.2304 1.4187
H 1.1019 4.8779 0.1706
H 0.2354 3.8904 1.3573
H -0.4855 4.2015 -0.2343
N -0.7008 -2.0631 -1.4323
C -1.6755 -2.6323 -1.7800
N -2.6639 -3.3191 -2.1495
C -3.7222 -3.3937 -1.3650
N -4.6359 -3.4675 -0.6574
C -1.7927 -2.2202 6.0225
C -2.7124 -1.5222 5.2491
C -2.2712 -0.6202 4.2905
C -0.9070 -0.4006 4.0965
C 0.0051 -1.0952 4.8821
C -0.4346 -2.0026 5.8383
Sb -0.3434 1.0081 2.5969
C -1.7489 2.4899 3.1337
C -2.4509 3.2160 2.1774
C -3.3525 4.1973 2.5649
C -3.5565 4.4581 3.9113
C -2.8604 3.7373 4.8725
C -1.9603 2.7570 4.4864
C 1.4454 1.7881 3.4170
C 2.5632 0.9621 3.5089
C 3.7610 1.4503 4.0112
C 3.8546 2.7773 4.4081
C 2.7468 3.6078 4.3131
C 1.5445 3.1143 3.8250
H -2.1346 -2.9125 6.7807
H -3.7740 -1.6591 5.4136
H -3.0037 -0.0482 3.7284
H 1.0698 -0.9115 4.7879
H 0.2859 -2.5196 6.4599
H -2.3092 3.0165 1.1223
H -3.8969 4.7572 1.8151
H -4.2589 5.2233 4.2147
H -3.0184 3.9400 5.9238
H -1.4243 2.2007 5.2478
H 2.5119 -0.0748 3.1871
H 4.6221 0.7985 4.0923
H 4.7876 3.1625 4.7977
H 2.8146 4.6402 4.6310
H 0.6810 3.7689 3.7826
*
```

Values from the calculation:
* energy above the lowest of the compared OMol25 structures with the same formula, charge and spin: 0.000 eV
* gap between HOMO and LUMO: 6.57 eV
* maximum force: 0.61 eV/A
* HOMO: -12.9 eV
* LUMO level: -6.3415 eV

Here are the Löwdin charges for atoms 1 to 8, given in e: 0.337, 0.035, -0.246, -0.061, 0.040, -0.791, 0.156, 0.695

=====

6.
# C22H37N2O

A structure of composition C22H37N2O (ωB97M-V/def2-TZVPD, OMol25).

The geometry in ORCA input format:
```
! wB97M-V def2-TZVPD RIJCOSX def2/J DEFGRID3
* xyz 1 1
C 1.5203 -4.7928 -2.0485
C 2.4091 -4.2004 -1.2026
C 2.6373 -2.8760 -1.1557
C 2.1276 -2.0507 -2.1227
C 1.2302 -2.5017 -3.1998
C 0.9691 -3.9877 -3.0338
H 0.3420 -4.3970 -3.6761
H 0.6170 -1.9339 -3.7816
C 2.3744 -0.6848 -2.1519
H 3.4974 -0.4268 -1.7525
H 2.1775 -0.3286 -2.9680
O 1.4273 -0.0007 -1.3164
C 1.7607 0.0255 -0.0327
C 1.6550 1.2913 0.9175
N 0.3359 1.9976 0.6156
H -0.1797 0.9873 0.7543
C 0.4371 2.7776 -0.5871
C -0.8898 3.5086 -0.6721
H -1.9561 3.1543 -0.1279
C -0.7489 4.9232 -0.1318
H -1.6830 5.5526 -0.6458
H 0.1244 5.2250 -0.6147
C -0.6757 5.1009 1.3689
H -1.4997 4.8486 1.9088
H -0.6349 6.1786 1.3625
C 0.4146 4.3238 1.9173
C 0.1714 2.8511 1.8275
H 0.3025 2.2805 2.8611
H -0.9545 2.6605 2.0735
H 1.4708 4.4006 1.4187
H 0.4870 4.5578 2.9374
H -1.3025 3.5601 -1.8785
H 0.3104 1.9578 -1.2927
H 1.2447 3.3782 -0.7657
H 2.5503 1.9151 0.3495
H 1.8018 1.1206 2.0350
H 2.5373 -0.5017 0.2316
C 0.7131 -1.0296 0.9560
N -0.7679 -0.3699 0.7208
C -1.5264 -0.7205 -0.4449
H -0.8297 0.0485 -1.2311
H -2.3654 -0.2680 -0.2239
C -1.6426 -2.0792 -1.0725
C -1.8705 -3.0779 -0.0589
C -2.9119 -2.7076 1.1399
C -1.9673 -1.7530 2.2759
H -2.4627 -1.7440 3.1989
C -1.4280 -0.3409 1.9060
H -2.5765 0.1340 1.7598
H -0.9703 -0.2484 2.7752
H -1.1830 -2.5231 2.4717
H -3.7060 -1.9196 0.8581
H -3.4444 -3.3022 1.6661
H -0.9601 -3.4254 0.4405
H -2.4315 -3.7708 -0.4033
H -2.5084 -1.9707 -1.5145
H -0.8238 -2.3050 -1.7100
H 0.6217 -2.0086 0.2080
H 0.7642 -1.1910 1.8488
H 3.6628 -2.5519 -0.2740
H 2.9218 -4.9270 -0.6510
H 1.2843 -5.8427 -2.0621
*
```

Values from the calculation:
* energy above the lowest of the compared OMol25 structures with the same formula, charge and spin: 0.000 eV
* gap between HOMO and LUMO: 9.26 eV
* maximum force: 17.07 eV/A
* HOMO: -11.3 eV
* LUMO level: -2.0465 eV

Here are the natural (NBO) charges for atoms 1 to 8, given in e: -0.214, -0.218, -0.208, -0.020, -0.218, -0.151, 0.195, 0.220

=====

energy above the lowest of the compared OMol25 structures with the same formula, charge and spin of number 3 (C3H5N3)? 6.456 eV

=====

Which of these has the highest energy above the lowest of the compared OMol25 structures with the same formula, charge and spin? C3H5N3

=====

Which of these has the highest maximum force? C22H37N2O